1.
This record from the Open Molecules 2025 dataset describes one molecule with the formula C4H8O2. The level of theory is ωB97M-V/def2-TZVPD.

Output
Relative energy (zero: lowest compared OMol25 entry of this formula, charge and spin) = 32.1 kcal/mol
Total energy = -307.66124 hartree
HOMO level = -0.3597 Eh
Lowest unoccupied orbital energy = 0.89 eV
SMILES string = O[C@H]1CCOC1
Kohn-Sham gap = 0.392 Ha

Structure (XYZ):
```
14
Properties=species:S:1:pos:R:3:forces:R:3:lowdin_charge:R:1
O 1.00492 -0.06179 -1.89466 0.1 0.0 -0.1 -0.012
C 0.42495 0.39045 -0.69705 -0.2 0.1 0.3 -0.398
C -0.81977 -0.39997 -0.34042 -0.1 -0.1 0.0 -0.124
C -1.00884 -0.02426 1.13333 -0.3 -0.1 0.0 -0.180
O 0.28277 0.40183 1.59007 0.0 0.0 0.1 -0.133
C 1.24005 0.16767 0.56935 0.2 0.0 -0.2 -0.155
H 0.25842 -0.22706 -2.48496 0.4 0.0 -0.1 0.093
H 0.18128 1.46597 -0.73553 0.1 -0.2 -0.2 0.160
H -0.57149 -1.46533 -0.43801 0.0 0.2 0.0 0.126
H -1.62883 -0.18312 -1.04967 -0.2 0.1 0.5 0.123
H -1.34777 -0.87069 1.74198 0.0 0.1 -0.1 0.117
H -1.71393 0.80245 1.28372 0.1 -0.1 -0.1 0.120
H 2.06718 0.86403 0.71377 -0.1 0.0 0.0 0.130
H 1.63108 -0.86018 0.60806 -0.1 0.1 -0.1 0.133
```
Forces are in eV/Å.

2.
This record from the Open Molecules 2025 dataset describes C4H8O2 as an isolated structure. The level of theory is ωB97M-V/def2-TZVPD.

Output
Relative energy (zero: lowest compared OMol25 entry of this formula, charge and spin) = 60.1 kcal/mol
Total energy = -307.61667 hartree
HOMO level = -0.3545 Eh
Lowest unoccupied orbital energy = 1.04 eV
Kohn-Sham gap = 0.393 Ha

Structure (XYZ):
```
14
Properties=species:S:1:pos:R:3:forces:R:3:lowdin_charge:R:1
C 1.09241 1.52168 -0.01210 -0.1 0.5 0.1 -0.060
O 0.45462 -0.69967 -0.88654 -0.1 -0.7 -0.5 -0.102
C 0.13448 -1.39715 0.32134 0.1 -0.5 0.2 -0.171
C -1.22753 -0.69941 0.42527 0.0 0.0 0.1 -0.051
C -0.69166 0.11675 -0.77000 0.0 -0.2 -0.2 -0.387
O -0.28232 1.41068 -0.47283 0.5 -0.2 0.1 -0.102
H 1.63401 2.03425 -0.80647 0.1 0.3 0.3 0.089
H 1.70436 0.62898 0.21492 -1.0 0.2 -0.2 0.089
H 1.01968 2.09293 0.90601 0.3 0.4 0.0 0.084
H 0.82446 -1.18844 1.15412 0.0 0.0 -0.3 0.116
H 0.14186 -2.45560 0.08062 -0.2 -0.3 0.4 0.114
H -1.42983 -0.10259 1.31826 0.1 -0.1 -0.1 0.115
H -2.07951 -1.35176 0.21731 0.1 0.2 -0.1 0.109
H -1.29501 0.08935 -1.68991 0.1 0.4 0.2 0.157
```
Forces are in eV/Å.

3.
This record from the Open Molecules 2025 dataset describes a 2-piece molecular cluster, C4H8O2 overall. The level of theory is ωB97M-V/def2-TZVPD.

Output
Relative energy (zero: lowest compared OMol25 entry of this formula, charge and spin) = 81.3 kcal/mol
Total energy = -307.58286 hartree
HOMO level = -0.3079 Eh
Lowest unoccupied orbital energy = 0.50 eV
SMILES string = C=C/C=C/O.O
Kohn-Sham gap = 0.326 Ha

Structure (XYZ):
```
14
Properties=species:S:1:pos:R:3:forces:R:3:lowdin_charge:R:1
C -1.32952 -1.04485 -2.20734 -2.3 -1.2 1.0 0.005
C -0.49515 -0.43310 -1.37907 1.9 -0.4 -2.1 -0.238
C -0.79937 0.23405 -0.18835 3.4 1.0 0.9 -0.091
C 0.13558 1.08566 0.35878 -3.9 -1.9 -0.7 -0.158
O -0.30581 1.73197 1.49572 -0.2 1.9 -2.3 0.007
H -1.33204 -0.97282 -3.26294 1.1 -0.8 -1.0 0.040
H -2.21230 -1.61427 -1.82309 0.2 1.3 -0.2 0.074
H 0.55457 -0.37866 -1.72467 -0.5 0.9 -0.2 0.114
H -1.78323 0.16011 0.12405 -1.7 0.0 1.3 0.100
H 1.01733 1.33872 -0.19436 0.7 0.3 0.3 0.112
H 0.09264 1.25908 2.16203 1.3 -1.2 3.0 0.031
H 1.47151 -0.56670 2.50855 -2.2 -0.6 0.2 -0.018
H 2.60772 -0.41548 1.58136 0.0 0.1 1.5 0.067
O 2.37808 -0.38370 2.54935 2.2 0.4 -1.7 -0.045
```
Forces are in eV/Å.